Entry 1:
8
Properties=species:S:1:pos:R:3 method="wB97M-V/def2-TZVPD" total_charge=0 fmax_ha_per_bohr=0.040 orbital_gap_ev=11.917 spin_multiplicity=1 homo_energy_ev=-11.7 lumo_ev=0.27 relative_energy_kcal_mol=51.5 smiles="O=[N+]([O-])O[SiH3]" total_energy_ha=-571.631961 mol_weight_da=93.11
Si -1.13 0.03 -0.04
O 1.14 0.22 1.15
O 0.40 0.00 -0.88
O 2.51 0.07 -0.59
N 1.48 0.10 -0.01
H -1.28 1.32 0.66
H -1.84 -0.63 -1.13
H -1.29 -1.10 0.83



Entry 2:
9
Properties=species:S:1:pos:R:3 method="wB97M-V/def2-TZVPD" total_charge=-1 fmax_ha_per_bohr=0.101 orbital_gap_ev=9.162 spin_multiplicity=1 homo_energy_ev=-5.1 lumo_ev=4.08 relative_energy_kcal_mol=77.9 total_energy_ha=-698.841139 mol_weight_da=112.00
P 0.41 0.88 0.57
O -1.09 -0.67 -0.70
O -0.55 -1.44 -1.77
O -0.74 1.68 1.03
O 1.05 1.12 -0.80
N 0.95 -0.20 1.63
H -0.32 -0.28 -0.13
H 0.13 -0.86 -2.12
H 0.16 -0.23 2.29



Entry 3:
9
Properties=species:S:1:pos:R:3 method="wB97M-V/def2-TZVPD" total_charge=0 fmax_ha_per_bohr=0.086 orbital_gap_ev=10.831 spin_multiplicity=1 homo_energy_ev=-10.7 lumo_ev=0.17 relative_energy_kcal_mol=26.8 smiles="NS(=O)(=O)OO" total_energy_ha=-755.542296 mol_weight_da=113.09
S 0.94 -0.04 -0.03
O -1.34 -1.21 0.04
O 0.97 -0.56 1.29
O 2.08 0.14 -0.87
O -0.35 -1.21 -0.95
N -0.11 1.27 -0.06
H -1.26 -1.81 0.74
H -0.81 1.59 0.69
H -0.11 1.83 -0.85



Entry 4:
6
Properties=species:S:1:pos:R:3 method="wB97M-V/def2-TZVPD" total_charge=-1 fmax_ha_per_bohr=0.081 orbital_gap_ev=6.850 spin_multiplicity=1 homo_energy_ev=-1.6 lumo_ev=5.22 relative_energy_kcal_mol=117.1 total_energy_ha=-473.000669 mol_weight_da=64.00
P 0.55 0.46 0.36
O -1.62 0.41 1.65
N -1.14 -0.14 0.67
H -0.02 1.79 -0.12
H -0.67 -1.50 1.18
H 0.67 -0.11 -0.89



Entry 5:
6
Properties=species:S:1:pos:R:3 method="wB97M-V/def2-TZVPD" total_charge=-1 fmax_ha_per_bohr=0.054 orbital_gap_ev=5.881 spin_multiplicity=1 homo_energy_ev=-1.0 lumo_ev=4.90 relative_energy_kcal_mol=104.9 smiles=[NH-]OP total_energy_ha=-473.020246 mol_weight_da=64.00
P 1.01 -0.60 0.03
O -0.20 0.33 -0.52
N -0.45 1.41 0.38
H 0.43 -1.61 1.08
H 0.39 -1.51 -0.78
H -1.17 1.97 -0.19



Entry 6:
6
Properties=species:S:1:pos:R:3 method="wB97M-V/def2-TZVPD" total_charge=-1 fmax_ha_per_bohr=0.072 orbital_gap_ev="7.074 / 7.018" spin_multiplicity=1 homo_energy_ev="-2.0 / -1.9" lumo_ev="5.07 / 5.09" relative_energy_kcal_mol=128.0 total_energy_ha=-472.983398 mol_weight_da=64.00
P 0.72 0.62 0.05
O -1.86 0.09 -0.03
N -0.69 -0.50 0.01
H 1.75 -0.23 -0.52
H -0.39 -1.05 1.63
H 0.46 1.07 -1.14



Entry 7:
7
Properties=species:S:1:pos:R:3 method="wB97M-V/def2-TZVPD" total_charge=0 fmax_ha_per_bohr=0.083 orbital_gap_ev="8.423 / 8.424" spin_multiplicity=1 homo_energy_ev="-9.2 / -9.2" lumo_ev="-0.81 / -0.81" relative_energy_kcal_mol=15.8 smiles="O=N[PH]#[PH2]" total_energy_ha=-814.357384 mol_weight_da=94.98
P -0.42 0.82 0.01
P 0.95 -0.81 -0.08
O -1.95 -1.09 0.66
N -1.96 0.10 0.16
H 1.98 -0.07 -0.82
H 1.76 -0.53 1.14
H -0.36 1.58 -1.08



Entry 8:
7
Properties=species:S:1:pos:R:3 method="wB97M-V/def2-TZVPD" total_charge=0 fmax_ha_per_bohr=0.093 orbital_gap_ev="7.989 / 7.929" spin_multiplicity=1 homo_energy_ev="-8.7 / -8.6" lumo_ev="-0.75 / -0.69" relative_energy_kcal_mol=17.4 smiles="O=N[PH]#[PH2]" total_energy_ha=-814.354750 mol_weight_da=94.98
P -1.03 -1.21 -0.04
P 0.83 -0.11 -0.31
O -2.60 0.72 -0.41
N -1.89 0.14 0.38
H 0.27 1.09 0.01
H 0.66 0.23 -1.80
H -0.99 -1.49 1.31



Entry 9:
7
Properties=species:S:1:pos:R:3 method="wB97M-V/def2-TZVPD" total_charge=0 fmax_ha_per_bohr=0.131 orbital_gap_ev="8.929 / 8.929" spin_multiplicity=1 homo_energy_ev="-10.4 / -10.4" lumo_ev="-1.50 / -1.50" relative_energy_kcal_mol=23.4 total_energy_ha=-819.400041 mol_weight_da=93.18
S -2.07 0.45 0.45
Si 0.88 -0.09 -0.34
O -1.83 -0.22 1.75
N -0.76 0.43 -0.58
H 1.00 0.38 0.98
H 1.57 0.42 -1.57
H 1.21 -1.38 -0.69



Entry 10:
7
Properties=species:S:1:pos:R:3 method="wB97M-V/def2-TZVPD" total_charge=0 fmax_ha_per_bohr=0.058 orbital_gap_ev=8.645 spin_multiplicity=1 homo_energy_ev=-9.2 lumo_ev=-0.58 relative_energy_kcal_mol=31.3 smiles="OP=S.O" total_energy_ha=-891.833346 mol_weight_da=98.06
S 2.56 -2.32 -0.39
P 1.34 -0.87 -0.51
O 0.65 -0.71 1.06
O -1.23 1.11 -0.53
H 0.03 0.01 1.05
H -1.25 1.66 0.33
H -2.09 1.12 -1.00



Entry 11:
8
Properties=species:S:1:pos:R:3 method="wB97M-V/def2-TZVPD" total_charge=0 fmax_ha_per_bohr=0.044 orbital_gap_ev=9.689 spin_multiplicity=1 homo_energy_ev=-9.4 lumo_ev=0.24 relative_energy_kcal_mol=0.6 smiles="OP(O)(=S)S" total_energy_ha=-1290.080826 mol_weight_da=130.13
S -0.55 1.71 -0.59
S 1.08 -0.36 1.95
P -0.07 -0.11 0.44
O 0.71 -0.73 -0.77
O -1.54 -0.67 0.39
H 1.44 -1.24 -0.47
H -1.76 -1.00 -0.50
H 0.68 2.40 -0.45



Entry 12:
7
Properties=species:S:1:pos:R:3 method="wB97M-V/def2-TZVPD" total_charge=0 fmax_ha_per_bohr=0.072 orbital_gap_ev="7.540 / 7.985" spin_multiplicity=1 homo_energy_ev="-8.3 / -8.7" lumo_ev="-0.75 / -0.69" relative_energy_kcal_mol=83.0 total_energy_ha=-568.805771 mol_weight_da=81.99
P -0.29 0.83 0.46
O 1.22 0.23 0.27
O -0.88 -0.65 -1.76
O -0.82 0.01 1.67
H -0.33 -0.06 -2.33
H 1.73 0.47 -0.51
H -0.63 -0.83 2.21



Entry 13:
9
Properties=species:S:1:pos:R:3 method="wB97M-V/def2-TZVPD" total_charge=0 fmax_ha_per_bohr=0.080 orbital_gap_ev="6.919 / 6.911" spin_multiplicity=1 homo_energy_ev="-8.7 / -8.7" lumo_ev="-1.78 / -1.79" relative_energy_kcal_mol=59.8 smiles="OP(O)S.O=S" total_energy_ha=-1365.216905 mol_weight_da=146.13
S -3.45 1.17 -2.39
S 0.94 -1.53 1.11
P 0.04 -0.92 -0.77
O 1.01 0.28 -1.13
O -1.16 -0.02 -0.29
O -3.85 0.00 -1.57
H 1.97 0.00 -1.24
H 1.82 -2.27 0.32
H -1.97 -0.36 -0.07



Entry 14:
9
Properties=species:S:1:pos:R:3 method="wB97M-V/def2-TZVPD" total_charge=0 fmax_ha_per_bohr=0.064 orbital_gap_ev=8.750 spin_multiplicity=1 homo_energy_ev=-8.9 lumo_ev=-0.17 relative_energy_kcal_mol=49.0 smiles="O=[SH]#S#P(O)O" total_energy_ha=-1365.234156 mol_weight_da=146.13
S 1.35 0.36 0.51
S 0.39 -0.67 2.11
P -0.18 -0.38 -1.00
O -1.28 0.79 -1.04
O 0.69 0.04 -2.30
O -0.90 -0.84 1.40
H 1.66 -0.08 -2.17
H 0.32 0.51 3.01
H -2.05 0.27 -0.53



Entry 15:
9
Properties=species:S:1:pos:R:3 method="wB97M-V/def2-TZVPD" total_charge=0 fmax_ha_per_bohr=0.054 orbital_gap_ev=9.663 spin_multiplicity=1 homo_energy_ev=-9.7 lumo_ev=0.01 relative_energy_kcal_mol=78.4 total_energy_ha=-1042.238635 mol_weight_da=130.06
S 2.05 -1.48 0.10
P 1.08 0.19 0.21
O -1.88 -0.84 -0.03
O 0.59 1.09 -1.07
O 1.21 1.09 1.32
O -0.98 0.01 0.69
H -1.36 -1.61 -0.24
H -1.47 0.74 1.07
H 0.74 0.81 -2.05



Entry 16:
9
Properties=species:S:1:pos:R:3 method="wB97M-V/def2-TZVPD" total_charge=-2 fmax_ha_per_bohr=0.066 orbital_gap_ev=5.794 spin_multiplicity=1 homo_energy_ev=0.4 lumo_ev=6.17 relative_energy_kcal_mol=68.3 total_energy_ha=-933.594191 mol_weight_da=126.08
P -0.30 -0.85 0.31
Si 1.59 0.28 -0.15
O -3.29 1.67 0.32
O -0.77 -1.71 -0.83
O 2.21 0.90 1.08
O -0.09 -1.49 1.62
H -2.62 0.88 0.11
H 1.17 1.10 -1.33
H 2.10 -0.78 -1.13



Entry 17:
9
Properties=species:S:1:pos:R:3 method="wB97M-V/def2-TZVPD" total_charge=-1 fmax_ha_per_bohr=0.073 orbital_gap_ev="7.116 / 7.117" spin_multiplicity=1 homo_energy_ev="-4.6 / -4.6" lumo_ev="2.54 / 2.54" relative_energy_kcal_mol=53.1 total_energy_ha=-990.444040 mol_weight_da=127.17
S -1.83 0.43 -0.23
Si 1.60 -0.34 0.12
O -1.70 0.98 1.06
O -2.20 1.36 -1.24
O 0.97 0.01 -1.23
O -2.14 -0.99 -0.34
H 2.75 -1.28 -0.14
H 2.23 0.68 1.07
H 0.31 -0.84 0.93



Entry 18:
9
Properties=species:S:1:pos:R:3 method="wB97M-V/def2-TZVPD" total_charge=+1 fmax_ha_per_bohr=0.093 orbital_gap_ev="8.171 / 9.036" spin_multiplicity=1 homo_energy_ev="-16.1 / -16.4" lumo_ev="-7.90 / -7.39" relative_energy_kcal_mol=10.9 total_energy_ha=-452.443394 mol_weight_da=99.02
O 1.49 0.06 0.56
O 0.50 0.94 0.30
O -2.01 0.71 -0.11
O 2.32 -0.12 -0.50
O -0.90 0.01 -0.45
O -0.87 -1.17 0.18
H 3.05 -0.70 -0.18
H -1.50 -1.19 0.94
H -2.10 1.46 -0.74



Entry 19:
5
Properties=species:S:1:pos:R:3 method="wB97M-V/def2-TZVPD" total_charge=0 fmax_ha_per_bohr=0.018 orbital_gap_ev="7.718 / 9.534" spin_multiplicity=1 homo_energy_ev="-8.0 / -9.9" lumo_ev="-0.33 / -0.41" relative_energy_kcal_mol=70.5 total_energy_ha=-418.252042 mol_weight_da=50.00
P 0.06 0.73 -0.51
O 0.60 -0.53 -1.38
H 1.55 -0.55 -1.51
H -0.20 0.14 2.23
H -1.29 0.40 -0.73



Entry 20:
5
Properties=species:S:1:pos:R:3 method="wB97M-V/def2-TZVPD" total_charge=0 fmax_ha_per_bohr=0.088 orbital_gap_ev="9.301 / 8.550" spin_multiplicity=1 homo_energy_ev="-10.7 / -9.3" lumo_ev="-1.40 / -0.78" relative_energy_kcal_mol=88.3 total_energy_ha=-418.223755 mol_weight_da=50.00
P 0.10 -0.22 -0.05
O 1.50 0.11 -0.04
H -0.09 -1.00 0.94
H -1.18 2.09 0.42
H -0.33 -0.98 -1.27